Entry from OMol25: a molecular structure, C52H46BaBrN9O (the ωB97M-V functional and the def2-TZVPD basis).

The frontier orbital gap comes out at 6.9 eV. The calculation puts the LUMO energy at 0.04 eV.

XYZ file:
```
110
Properties=species:S:1:pos:R:3:forces:R:3:lowdin_charge:R:1
Ba -0.0270 0.5050 -0.4663 -1.630 -1.467 0.616 2.08
Br -1.7551 6.9873 -2.8789 0.024 -0.055 -0.019 0.69
C -0.9478 5.2636 -2.8092 -0.095 0.210 0.048 -0.69
C -1.3427 4.2806 -3.7178 0.079 -0.023 0.063 -0.13
C -0.8037 3.0204 -3.6319 0.014 -0.156 0.013 -0.02
C 0.1312 2.6744 -2.6206 -0.141 0.784 -0.206 -0.44
O 0.4825 1.4553 -2.4001 0.875 1.089 -2.864 -0.48
C 0.6078 3.7447 -1.7987 -0.289 -0.253 -0.296 -0.15
C 1.7305 3.4444 -0.9350 0.119 0.094 0.089 -0.08
N 2.1189 3.9945 0.1410 0.475 -0.388 -0.043 0.16
C 1.6118 4.8750 1.0435 -0.339 0.147 0.156 -0.21
C 2.0602 6.2053 1.1072 -0.059 -0.051 -0.026 -0.01
C 1.7873 6.9950 2.2052 0.004 0.040 -0.005 -0.07
C 1.1195 6.4752 3.3069 -0.037 -0.089 0.055 -0.04
C 0.6670 5.1608 3.2796 0.031 0.049 -0.173 -0.19
C 0.1296 4.5235 4.4782 -0.085 -0.172 0.074 -0.03
C -0.0830 3.2091 4.5341 0.015 0.201 0.111 -0.01
C 0.0395 2.3625 3.3317 0.235 -0.105 0.064 -0.08
N 0.3062 3.0650 2.0473 -0.184 0.310 -0.020 -0.04
C 0.8374 4.4055 2.1189 0.237 0.307 -0.105 -0.11
C 0.0246 5.0125 -1.8738 0.089 -0.039 0.018 -0.08
H -2.0747 4.5133 -4.4798 -0.023 0.009 0.015 0.10
H -1.1171 2.2401 -4.3160 -0.018 0.005 0.023 0.11
H 2.3640 2.6227 -1.2801 -0.009 0.029 -0.020 0.10
H 2.6709 6.5775 0.2950 -0.026 0.002 -0.022 0.12
H 2.1395 8.0186 2.2225 0.006 -0.010 0.009 0.11
H 0.9719 7.0654 4.2025 0.016 0.020 -0.018 0.11
H -0.0464 5.1497 5.3442 0.000 -0.021 0.004 0.12
H -0.4741 2.7391 5.4273 0.043 -0.005 0.006 0.11
H -0.7770 1.6614 3.2010 -0.062 0.048 -0.086 0.15
H 0.3630 5.7976 -1.2089 -0.032 0.007 -0.007 0.10
C -3.7661 4.3540 -0.6809 -0.074 0.110 0.026 -0.10
C -3.1420 5.0608 0.3449 -0.022 -0.098 -0.057 -0.09
C -2.0276 4.5415 0.9623 0.089 -0.070 0.068 -0.01
C -1.5245 3.2891 0.5313 -0.454 0.479 0.330 -0.38
N -2.1724 2.5844 -0.4284 0.015 0.038 -0.082 0.04
C -3.2376 3.1221 -1.0134 0.043 -0.016 0.050 -0.16
N -0.4162 2.6427 0.9374 0.046 -0.091 0.028 -0.10
C 1.2389 1.8903 2.5783 0.054 -0.172 0.045 -0.23
N 1.1058 0.7283 1.8054 0.314 0.267 1.127 -0.06
C 2.2733 0.5012 1.1943 0.807 -0.257 0.600 -0.43
N 2.3884 -0.4697 0.3315 -0.055 -0.227 0.230 0.01
C 3.3453 -0.5253 -0.6531 0.312 0.142 -0.291 -0.38
C 3.9854 -1.7369 -0.9619 -0.056 0.004 0.070 -0.02
C 4.7772 -1.8069 -2.0884 0.033 0.027 0.051 -0.09
C 4.9337 -0.6796 -2.8888 -0.011 -0.011 -0.028 -0.09
C 4.2984 0.4824 -2.4887 0.098 -0.014 0.009 -0.14
N 3.5364 0.5710 -1.4029 -0.096 -0.063 0.104 0.12
C 3.3181 1.4226 1.7326 0.029 0.291 0.096 -0.08
C 4.6698 1.5456 1.4854 -0.058 -0.089 -0.006 0.00
C 5.3819 2.5066 2.1967 0.038 -0.026 -0.030 -0.06
C 4.7526 3.3111 3.1348 0.025 0.047 0.020 -0.06
C 3.3874 3.1921 3.3817 -0.107 -0.054 0.037 0.00
C 2.6824 2.2461 2.6661 0.173 -0.057 -0.088 -0.08
H -4.6291 4.7527 -1.1949 0.007 -0.045 -0.020 0.09
H -3.5263 6.0256 0.6532 0.016 0.009 -0.002 0.11
H -1.5269 5.0928 1.7445 -0.024 0.025 -0.001 0.09
H -3.6943 2.5151 -1.7898 -0.009 0.044 -0.012 0.11
H 3.8373 -2.5908 -0.3149 -0.043 -0.006 -0.019 0.11
H 5.2764 -2.7332 -2.3455 -0.020 -0.009 0.002 0.10
H 5.5236 -0.7098 -3.7942 0.013 0.044 0.015 0.09
H 4.3938 1.3977 -3.0657 0.024 -0.038 -0.016 0.11
H 5.1595 0.9159 0.7557 0.028 0.033 -0.001 0.11
H 6.4420 2.6258 2.0121 -0.002 0.006 0.031 0.10
H 5.3291 4.0457 3.6826 -0.003 -0.001 -0.009 0.10
H 2.9042 3.8259 4.1123 0.001 0.024 0.003 0.11
C -3.8889 -5.8734 1.8806 0.041 0.121 0.025 -0.06
C -3.6417 -4.6135 2.7137 -0.091 -0.023 0.034 -0.56
C -2.9937 -5.0311 4.0401 0.005 0.010 -0.048 -0.04
C -4.9922 -3.9302 2.9869 0.061 -0.037 -0.012 -0.04
C -2.7491 -3.6098 1.9950 0.079 0.030 -0.060 -0.15
C -2.3577 -2.4313 2.6279 0.008 0.022 -0.050 0.00
C -1.6032 -1.5045 1.9332 -0.051 -0.028 0.179 -0.12
N -1.2081 -1.6710 0.6763 -0.266 -0.675 0.065 -0.03
C -1.5431 -2.8059 0.0621 -0.152 -0.096 0.265 -0.20
C -2.3173 -3.7828 0.6852 0.050 0.016 -0.019 0.05
C -1.0706 -2.9805 -1.3381 0.044 -0.112 -0.236 -0.21
C -0.8553 -4.2422 -1.8777 -0.006 0.067 0.012 0.04
C -0.4403 -4.3820 -3.2008 -0.042 0.108 0.048 -0.16
C -0.2543 -3.2084 -3.9214 0.022 -0.070 -0.019 0.01
C -0.4638 -1.9856 -3.3013 0.052 0.037 0.007 -0.10
N -0.8623 -1.8634 -2.0418 -0.070 -0.017 0.098 0.04
C -0.2537 -5.7661 -3.8037 -0.012 -0.103 -0.061 -0.56
C 0.4709 -6.6923 -2.8129 -0.021 0.079 -0.036 -0.05
C -1.6502 -6.3376 -4.1039 0.079 -0.005 -0.016 -0.04
C 0.5494 -5.7134 -5.1065 -0.033 0.010 0.082 -0.06
H -4.5191 -6.5636 2.4426 0.003 0.005 0.010 0.09
H -2.9511 -6.3842 1.6536 -0.023 -0.022 -0.043 0.09
H -4.4031 -5.6390 0.9472 0.003 -0.040 -0.023 0.09
H -3.6667 -5.6929 4.5880 0.005 -0.006 0.000 0.09
H -2.7763 -4.1721 4.6747 -0.007 -0.018 0.014 0.08
H -2.0598 -5.5661 3.8582 0.012 0.014 0.031 0.09
H -5.6894 -4.6433 3.4307 0.007 0.015 0.022 0.09
H -5.4259 -3.5557 2.0580 -0.031 -0.005 0.014 0.09
H -4.8788 -3.0890 3.6715 -0.017 0.005 -0.005 0.08
H -2.6411 -2.2207 3.6504 -0.014 0.007 -0.015 0.11
H -1.2839 -0.5812 2.4062 0.013 -0.021 -0.008 0.09
H -2.5931 -4.6647 0.1284 -0.020 -0.021 -0.013 0.10
H -0.9839 -5.1172 -1.2562 -0.032 0.007 0.009 0.11
H 0.0720 -3.2256 -4.9513 -0.006 0.025 0.021 0.11
H -0.2926 -1.0548 -3.8325 0.009 -0.009 0.002 0.11
H -0.1839 -7.0055 -1.9988 0.033 0.031 0.035 0.08
H 1.3464 -6.2013 -2.3849 0.018 -0.032 -0.005 0.09
H 0.8026 -7.5940 -3.3288 -0.028 -0.023 0.009 0.08
H -2.2722 -6.3421 -3.2073 0.000 -0.021 0.000 0.08
H -1.5647 -7.3634 -4.4687 -0.007 0.007 -0.011 0.09
H -2.1546 -5.7411 -4.8661 -0.021 -0.006 0.016 0.09
H 1.5227 -5.2440 -4.9515 0.005 -0.002 -0.034 0.09
H 0.0145 -5.1678 -5.8847 0.042 0.014 -0.010 0.08
H 0.7149 -6.7272 -5.4725 -0.007 -0.003 -0.009 0.09
```
Forces are in eV/Å.



Entry from OMol25: a molecular structure, C52H46BrF4HgN8OPTe (the ωB97M-V functional and the def2-TZVPD basis).

The frontier orbital gap comes out at 7.6 eV. The calculation puts the LUMO energy at -0.15 eV.

XYZ file:
```
115
Properties=species:S:1:pos:R:3:forces:R:3:lowdin_charge:R:1
Hg 0.6257 2.2175 -3.5186 -0.508 0.086 0.108 0.23
F -5.9739 -4.0892 -8.8528 0.277 0.981 2.577 0.06
C -5.6567 -3.6545 -7.5509 -0.279 0.129 -1.271 -0.04
C -6.3707 -4.1486 -6.4087 1.784 2.062 -2.206 -0.14
F -7.5326 -4.7266 -6.6128 -0.215 -0.593 0.397 0.15
C -5.8956 -3.7083 -5.1864 -2.074 -1.177 0.405 -0.23
F -6.7461 -3.9495 -4.1672 0.334 -0.269 0.259 0.09
C -4.7238 -3.0419 -4.9953 1.981 1.256 -1.042 -0.34
P -3.5375 -2.8582 -3.6195 -1.121 -1.267 1.330 1.02
C -4.2725 -1.3336 -3.0248 -0.235 1.067 1.480 -0.42
C -3.4358 -0.2471 -2.7392 0.790 0.049 -1.280 -0.13
C -3.9600 1.0318 -2.7180 -1.914 -1.078 0.346 -0.06
C -5.3655 1.2023 -2.8171 1.090 2.952 0.612 -0.09
C -6.1915 0.1394 -2.7494 -0.686 -1.946 0.082 -0.10
C -5.6431 -1.1401 -2.8352 -0.154 -0.593 -0.766 -0.07
C -4.3067 -4.0747 -2.5151 0.063 -0.409 1.327 -0.38
C -4.5312 -5.3692 -2.9597 -0.040 -0.395 -0.138 -0.11
C -5.0137 -6.3548 -2.0795 0.655 -0.091 0.257 -0.08
C -5.2328 -6.0729 -0.7290 0.574 0.792 -0.188 -0.07
C -4.8967 -4.7864 -0.2898 -0.275 0.272 1.433 -0.10
C -4.4630 -3.8093 -1.1280 -0.007 -0.496 -2.898 -0.09
C -4.1677 -2.4250 -6.1137 0.505 -0.114 -0.232 -0.49
Br -2.4837 -1.4309 -5.8533 -1.291 -0.151 -1.410 0.80
C -4.6914 -2.6347 -7.3874 0.551 -0.656 -0.391 -0.23
F -4.1117 -1.9940 -8.4264 -0.673 -0.790 0.341 0.07
H -2.3329 -0.3794 -2.7724 -0.974 0.216 0.203 0.07
H -3.3382 1.8422 -2.5054 0.895 1.289 -0.086 0.08
H -5.8098 2.2446 -2.8284 0.728 -1.309 0.042 0.13
H -7.2690 0.1922 -2.6361 0.093 0.377 -0.174 0.11
H -6.3210 -1.9989 -2.8940 0.274 0.292 0.067 0.11
H -4.3241 -5.6027 -4.0250 -0.178 -0.108 0.842 0.12
H -5.0165 -7.3907 -2.3991 -0.507 0.084 -0.201 0.10
H -5.5776 -6.7942 0.0058 0.083 -0.119 -0.364 0.10
H -4.9127 -4.4230 0.7475 -0.451 -0.895 -0.149 0.11
H -4.3051 -2.8043 -0.8496 0.300 0.842 0.829 0.07
N 4.9257 0.2178 -3.7819 0.466 -0.199 -0.995 0.04
C 3.9283 0.8615 -3.1969 -0.429 -0.160 -1.306 -0.20
N 3.1802 1.4221 -4.1089 -0.129 0.742 0.526 0.01
C 3.7925 1.1429 -5.2735 -0.285 -1.257 2.130 -0.37
N 4.8468 0.3399 -5.1657 0.327 0.593 1.786 0.14
C 3.2004 1.4900 -6.5075 1.361 -0.310 -3.668 -0.23
C 3.9478 0.9947 -7.6244 -2.005 2.336 0.024 -0.05
N 3.5112 1.2980 -8.8442 1.118 -0.544 -0.459 0.06
C 2.4633 2.0836 -9.0358 -0.796 -0.311 0.665 -0.11
C 1.7828 2.5931 -7.9116 0.192 -0.143 -0.147 -0.11
N 2.1460 2.2807 -6.6785 0.626 -0.534 0.988 0.11
H 5.7001 -0.1936 -3.2849 0.076 -0.297 -0.554 0.15
H 3.6685 0.7645 -2.1883 -0.004 0.141 1.393 0.11
H 4.9365 0.6046 -7.4770 0.025 -0.697 -0.228 0.10
H 2.1539 2.2042 -10.0867 0.048 0.303 0.721 0.11
H 0.9542 3.2818 -7.8630 -0.207 0.117 -0.941 0.10
N -0.7964 -1.1585 2.3794 -2.143 -0.444 -1.277 0.07
C -1.6505 -0.9484 3.4199 0.003 1.066 -3.162 -0.07
C -2.9697 -0.6520 2.9016 0.903 0.145 1.146 -0.08
C -2.9137 -0.8717 1.5553 2.342 -0.601 -2.519 -0.02
N -1.5493 -1.1561 1.1458 -3.811 1.262 7.180 -0.12
H 0.2532 -1.7029 1.8996 0.588 -0.665 -0.212 0.08
H -1.1674 -0.8139 4.3590 -0.205 -0.013 0.732 0.10
H -3.8224 -0.1452 3.4126 0.913 -1.063 -0.322 0.11
H -3.7050 -0.8790 0.7851 0.741 0.255 0.542 0.12
C 6.7057 6.7005 4.7859 -0.211 1.045 -2.025 -0.06
C 5.5103 5.8059 4.7140 -1.077 -1.103 0.243 -0.26
C 5.3905 4.5888 5.4309 0.736 -0.108 -1.096 -0.01
C 4.3779 3.6329 5.1773 -0.637 0.773 0.394 -0.27
C 4.4321 2.3903 6.0755 -0.974 0.517 -0.760 -0.04
C 3.3031 4.0150 4.3196 1.081 -1.071 -0.246 -0.34
Te 1.6577 2.5475 3.7891 0.783 0.768 0.456 1.34
N -1.0805 -1.4658 -0.0182 3.014 -1.044 -2.351 0.12
C 0.1806 -1.9444 -0.0307 -1.592 0.576 -1.147 -0.34
O 0.8897 -2.2247 1.0163 -0.542 0.940 0.248 0.02
C 0.7697 -2.1757 -1.4063 1.108 -1.415 1.814 -0.14
C 0.0768 -1.9690 -2.5637 -1.280 0.278 -0.763 -0.07
C 0.5981 -2.3319 -3.8032 1.208 -0.228 0.412 -0.07
C 1.8756 -2.9481 -3.8499 -0.792 0.969 -1.297 -0.07
C 2.5585 -3.2077 -2.6587 0.476 -0.635 -1.213 -0.11
C 2.0256 -2.8426 -1.4606 -0.735 1.069 0.859 -0.04
C 1.3916 1.3703 5.5850 -0.172 -0.810 0.107 -0.44
C 0.8231 1.9771 6.7111 0.006 0.319 0.434 -0.36
C 0.3611 3.3847 6.7648 0.559 1.281 -0.648 -0.09
C 0.6868 1.3060 7.9031 1.580 -1.655 0.332 -0.02
C 1.1505 -0.0358 8.0258 -1.259 1.406 0.140 -0.28
C 0.8282 -0.7842 9.2715 0.448 -1.299 2.227 -0.08
C 1.6164 -0.6793 6.8991 0.077 -2.030 -1.406 -0.02
C 1.6995 -0.0237 5.6313 -0.395 1.302 0.781 -0.31
C 2.2022 -0.6504 4.3643 2.044 -0.799 2.132 -0.10
C 3.4390 5.2183 3.5667 -2.086 -0.386 1.049 -0.30
C 2.2877 5.6521 2.6637 1.236 -0.901 -0.954 -0.10
C 4.4651 6.1038 3.8264 0.523 -0.825 0.685 -0.03
H 6.4547 7.7853 4.9600 0.194 -1.105 -0.200 0.10
H 7.2625 6.6168 3.7893 -0.740 0.329 1.226 0.11
H 7.3867 6.3707 5.5092 0.966 -0.356 1.266 0.04
H 6.2129 4.2270 6.0754 -0.426 0.585 -0.271 0.11
H 5.3602 2.3967 6.6280 0.254 -0.401 -0.067 0.07
H 4.1580 1.4231 5.6265 0.668 0.373 -0.294 0.07
H 3.6328 2.5039 6.7861 -0.349 0.147 0.689 0.07
H -0.9380 -1.5503 -2.5106 0.704 -0.199 0.023 0.06
H 0.0117 -2.0924 -4.6871 0.357 -0.247 0.031 0.04
H 2.3416 -3.0831 -4.8646 -0.463 -0.289 1.277 0.12
H 3.4967 -3.7704 -2.6837 -0.191 0.405 -0.046 0.11
H 2.6126 -2.9813 -0.5569 -0.371 -0.150 0.006 0.11
H -0.5270 3.5133 6.1329 0.063 0.121 0.239 0.08
H 1.1489 4.0448 6.3204 -0.667 -0.237 0.507 0.07
H 0.1581 3.6812 7.8117 0.014 0.001 -0.721 0.08
H 0.4245 1.8601 8.8018 -0.368 -0.258 -0.181 0.12
H -0.2402 -0.7736 9.5381 0.248 0.411 -0.289 0.08
H 1.3706 -0.6058 10.2785 -0.515 0.466 -1.827 0.11
H 1.0261 -1.8421 9.1128 0.097 -0.207 -0.145 0.06
H 1.8120 -1.8383 6.9590 -0.197 2.439 -0.197 0.15
H 1.4816 -0.9190 3.6370 -0.772 -0.104 -0.627 0.03
H 2.8081 -1.5463 4.6636 -0.541 0.564 -0.585 0.10
H 2.8812 0.1147 3.9944 0.128 -0.404 -0.685 0.01
H 2.0891 4.8404 1.9328 -0.131 0.568 0.276 0.06
H 2.5110 6.5539 2.1166 0.551 0.198 -0.421 0.07
H 1.3888 5.9228 3.1526 -0.975 -0.291 0.986 0.06
H 4.4205 7.0525 3.3517 0.223 0.697 -0.559 0.11
```
Forces are in eV/Å.



no.,HOMO (eV)
1,-6.880
2,-7.711